# 1
Molecular formula: C6H5Cl3N2O2
Method: DFT, ωB97M-V/def2-TZVPD

Properties
- HOMO-LUMO gap (spin up / spin down): 6.91 / 6.28 eV
- LUMO level (spin up / spin down): -1.3 / -1.3 eV
- ΔE to the lowest compared entry with this formula, charge and spin: 97.7 kcal per mole
- HOMO level (spin up / spin down): -8.177 / -7.586 eV

ORCA input file:
```
! RIJCOSX wB97M-V def2-TZVPD def2/J DEFGRID3
* xyz 0 1
C -1.9926 1.1713 0.0313
C 0.3751 0.5927 -0.2971
C -2.1988 0.3301 1.1565
C 0.2724 -0.7860 0.0893
C 1.6557 1.1305 -0.5794
C -0.0772 -1.8871 -0.6862
N 0.0615 -3.1830 -0.3038
N -0.8057 1.2659 -0.6196
O 1.5701 2.4593 -0.9817
O 2.7214 0.5873 -0.3568
Cl -3.7442 0.0923 1.7726
Cl 0.7879 -1.1395 1.7719
Cl -0.6954 -1.6720 -2.2491
H -2.7570 1.9919 -0.1779
H 0.2901 -3.8727 -0.9732
H 0.2875 -3.2039 0.6776
H -0.4608 2.2521 -0.9194
H 2.4816 2.8407 -0.9232
*
```

Here is what Mulliken gives for the atomic charges, in e: C -0.199; C -0.246; C -0.078; C 0.015; C 0.635; C 0.659; N -0.444; N -0.088; O -0.545; O -0.557; Cl -0.143; Cl -0.264; Cl -0.181; H 0.315; H 0.200; H 0.188; H 0.382; H 0.352

---

# 2
Molecular formula: C4H11N3O2
Method: DFT, ωB97M-V/def2-TZVPD

Properties
- HOMO-LUMO gap: 10.15 eV
- LUMO level: 0.6 eV
- ΔE to the lowest compared entry with this formula, charge and spin: 58.2 kcal per mole
- HOMO level: -9.510 eV

ORCA input file:
```
! RIJCOSX wB97M-V def2-TZVPD def2/J DEFGRID3
* xyz 0 1
C -0.0893 -2.0801 1.3862
C 0.7957 -2.5969 0.3362
O 1.9650 -2.9133 0.3967
O 0.2034 -2.7849 -0.8204
H -1.0170 -1.6309 1.0378
H 0.4241 -1.1619 1.9767
H -0.2206 -2.9058 2.0717
C 0.1891 2.2622 1.3876
C -0.4846 1.3501 -0.8203
N -1.5390 1.2890 -1.7910
N -0.7581 1.8220 0.3776
N 0.8109 0.8404 -1.4543
H -2.0330 0.4499 -1.8739
H -2.1436 2.1649 -1.7730
H 1.0373 -2.9521 -1.3295
H 0.4628 0.1657 -2.1292
H 1.0057 1.5927 -2.1300
H 1.2485 1.9641 1.0820
H -0.0419 1.7464 2.3585
H 0.1847 3.3783 1.7105
*
```

Here is what Mulliken gives for the atomic charges, in e: C -0.803; C 0.767; O -0.610; O -0.449; H 0.288; H 0.172; H 0.303; C -0.704; C 0.492; N -0.502; N -0.473; N -0.604; H 0.211; H 0.244; H 0.324; H 0.278; H 0.291; H 0.299; H 0.217; H 0.259

---

# 3
Molecular formula: C5H10O2
Method: DFT, ωB97M-V/def2-TZVPD

Properties
- HOMO-LUMO gap: 10.36 eV
- LUMO level: 0.9 eV
- ΔE to the lowest compared entry with this formula, charge and spin: 68.5 kcal per mole
- HOMO level: -9.445 eV

ORCA input file:
```
! RIJCOSX wB97M-V def2-TZVPD def2/J DEFGRID3
* xyz 0 1
C -1.7517 -0.4006 1.4727
C -1.2099 0.1412 0.1766
O -1.7432 1.0386 -0.4433
C 0.0699 -0.4830 -0.3600
C 1.2778 0.4616 -0.4729
C 1.9109 -0.4766 0.5656
O 0.7461 -1.3228 0.5847
H -2.7064 0.0782 1.6966
H -1.8690 -1.4877 1.4112
H -1.0348 -0.2144 2.2794
H -0.4565 1.4074 -3.2345
H -0.8069 1.3834 -2.5759
H -0.1796 -1.0257 -1.2825
H 1.7594 0.4715 -1.4522
H 1.0887 1.4880 -0.1509
H 2.1053 -0.0347 1.5504
H 2.8000 -1.0244 0.2348
*
```

Here is what Mulliken gives for the atomic charges, in e: C -1.178; C 0.501; O -0.542; C 0.346; C -0.663; C -0.308; O -0.473; H 0.357; H 0.315; H 0.278; H 0.248; H -0.256; H 0.356; H 0.300; H 0.231; H 0.235; H 0.253

---

# 4
Molecular formula: C13H16O4
Method: DFT, ωB97M-V/def2-TZVPD

Properties
- HOMO-LUMO gap: 10.19 eV
- LUMO level: 0.4 eV
- ΔE to the lowest compared entry with this formula, charge and spin: 274.7 kcal per mole
- HOMO level: -9.775 eV

ORCA input file:
```
! RIJCOSX wB97M-V def2-TZVPD def2/J DEFGRID3
* xyz 0 1
C 4.3282 1.1547 1.0643
C 4.3495 0.2343 -0.2432
C 3.5540 -0.9443 -0.0131
C 1.9919 -0.8392 0.3830
C 1.1708 -0.2459 -0.8149
H 1.2271 -0.6282 -1.5914
H 1.3438 0.8571 -0.5729
O -0.2621 -0.1156 -0.4473
C -1.0798 0.8963 -0.8055
O -0.5999 1.8039 -1.3071
C -2.4925 0.8606 -0.2569
C -3.3430 1.8773 -0.1940
C -4.5103 1.4613 0.2616
C -5.0084 0.4719 0.7089
C -4.2504 -0.7537 0.3551
C -3.0165 -0.6413 0.1217
C -2.1173 -2.0108 -0.2006
O -1.9146 -2.7256 0.6578
O -1.7404 -1.8816 -1.6128
H -1.3670 -2.7579 -1.5671
H -4.6705 -1.7267 0.6136
H -6.1537 0.3688 1.2033
H -5.1575 2.6309 0.5696
H -2.8875 2.8023 -0.1431
H 1.8773 -0.0791 1.1028
H 1.5386 -1.7500 0.5672
H 3.4349 -1.8340 -0.8915
H 3.9158 -1.4386 0.7813
H 5.1286 -0.0823 -0.4201
H 3.7950 0.7534 -1.0053
H 4.9621 2.0960 0.7330
H 4.6204 0.5804 1.7145
H 3.3334 1.6054 1.2492
*
```

Here is what Mulliken gives for the atomic charges, in e: C -1.189; C -1.066; C -0.638; C -0.606; C -1.362; H 1.153; H 0.191; O -0.249; C 0.334; O -0.534; C 0.517; C -0.356; C -0.280; C -0.389; C -0.279; C 0.056; C 0.330; O -0.398; O -0.431; H 0.360; H 0.373; H 0.241; H 0.057; H 0.422; H 0.333; H 0.439; H 0.264; H 0.498; H 0.822; H 0.319; H 0.297; H 0.501; H 0.272